The following is a DFT calculation (ωB97M-V/def2-TZVPD) of 15 unconnected molecules or ions with the total composition C39H105N27O15 at a distorted geometry.

Computed properties:
ΔE to the lowest compared entry with this formula, charge and spin: 54.3 kcal per mole
HOMO level: -0.303 Eh
Kohn-Sham gap: 0.294 Ha

The geometry in ORCA input format:
```
! wB97M-V def2-TZVPD RIJCOSX def2/J DEFGRID3
* xyz 0 1
N 12.4306 10.0927 -27.3964
C 11.5242 4.6956 -39.9943
H 11.2542 6.3781 -28.9586
H 14.8246 3.2794 -28.1738
H 16.2529 4.3829 -29.4163
H 12.9412 8.2170 -29.7231
C 18.1634 8.0225 -38.4760
N 20.7920 5.5724 -33.7509
H 11.9937 8.0771 -39.9472
C 12.9705 6.9875 -34.4093
O 19.6517 1.4585 -32.1099
O 6.7713 7.6046 -30.7506
C 16.1970 7.7157 -33.4390
H 14.5882 3.7396 -37.0241
H 16.2272 7.7399 -37.4981
H 16.2586 6.1677 -31.3164
H 13.8002 10.1869 -32.4770
O 10.3307 3.0216 -35.9723
H 17.0161 8.8683 -31.4209
C 19.6551 8.5369 -40.3216
N 18.0366 7.3806 -29.5876
H 17.9017 4.1655 -28.9800
H 16.4674 12.1187 -40.0555
C 15.9465 9.0526 -31.3418
N 14.1812 12.8781 -29.7918
H 16.0822 11.2899 -24.8338
H 18.7524 8.3165 -40.9015
H 15.4054 4.9961 -36.1858
H 12.0198 6.4299 -37.8424
C 11.4905 8.0683 -32.7323
N 19.1005 2.4514 -34.1001
C 11.0504 6.1290 -39.8095
H 14.5922 11.6667 -25.4830
C 11.0279 6.2277 -38.2484
H 7.7105 9.9280 -31.0166
C 7.2996 6.9926 -40.2209
H 9.4446 8.4853 -41.5983
H 8.3029 9.3496 -40.6041
H 17.5053 7.6636 -28.7700
H 17.4990 12.9366 -38.9103
C 19.0824 6.4909 -29.5204
N 13.9423 8.2899 -32.5311
H 12.3226 6.1701 -34.7248
H 14.9069 5.0369 -26.8861
H 17.3925 8.6800 -36.6043
H 16.2012 9.4303 -39.1852
C 7.7958 8.0529 -30.2667
H 15.7334 9.2191 -30.2869
H 15.9196 12.4049 -38.3352
H 19.5991 5.9545 -35.7208
C 15.7488 6.8152 -26.9846
N 12.3342 2.4066 -35.1677
O 19.6016 6.1362 -28.4582
H 12.4857 4.6026 -39.4827
N 15.7327 5.5521 -26.6160
H 15.5602 1.6583 -36.5316
N 15.4454 2.5033 -27.9305
N 13.0592 9.1440 -29.3420
H 11.4078 8.4003 -31.6932
C 12.1139 7.0767 -40.3664
O 13.8614 9.5323 -33.1816
H 10.6699 3.0614 -28.2240
H 8.1878 6.6968 -37.8484
H 16.2536 4.8716 -26.0902
O 19.3475 11.3466 -39.7508
H 13.9774 9.5299 -29.1899
H 15.4065 10.0942 -37.8131
O 13.2665 4.7596 -28.6164
H 15.9372 6.7701 -33.9295
C 19.0227 2.2832 -32.7410
C 20.3222 9.2736 -37.9870
C 16.3972 9.8393 -38.1850
C 14.3081 5.5368 -31.9593
H 20.7477 8.3266 -37.6377
H 12.0188 7.2225 -41.4458
H 10.7384 8.3846 -37.9675
H 8.4610 6.3380 -29.2960
H 19.8884 9.5467 -37.0232
H 6.9907 5.9550 -40.3181
H 15.8202 9.9987 -31.8693
H 18.9645 11.8222 -37.3347
C 16.7417 12.1547 -39.0041
H 13.3525 12.7767 -30.3475
H 11.2722 8.7789 -33.5246
N 18.4733 10.3869 -39.2425
C 20.2277 6.7688 -34.0380
N 15.7775 1.9155 -35.5866
C 8.7866 7.3219 -39.9256
O 17.5687 1.7660 -28.2884
N 16.9340 3.9002 -28.8547
H 14.8900 12.1694 -29.7224
O 13.4505 14.8757 -28.9948
C 15.7808 3.2285 -35.3332
H 19.9911 5.2023 -30.7653
C 10.2369 7.4332 -37.7688
H 17.8449 7.7075 -30.5103
O 16.3542 3.7559 -34.3812
C 9.1649 8.6849 -40.5593
H 15.4558 14.8109 -27.6808
H 12.3701 6.2909 -31.1756
H 14.6373 5.2167 -32.9474
C 14.2964 13.9892 -29.0276
H 12.1056 9.8772 -26.4712
C 12.0439 4.4738 -28.5089
H 12.5450 1.3930 -37.4742
N 19.3565 5.9820 -30.7320
H 9.5579 7.6472 -29.2380
H 12.3105 2.5948 -27.8226
C 12.0709 9.3510 -28.4680
H 14.8360 6.7897 -30.3504
H 13.9179 6.4981 -27.8696
H 10.4440 5.3862 -37.8739
H 17.7218 9.9800 -27.5178
H 19.3969 11.1919 -40.6995
N 18.2451 3.2644 -32.1969
N 11.6627 3.2246 -28.2590
H 19.7502 1.7946 -34.5096
H 21.2554 5.0020 -34.4362
H 16.1646 1.3124 -34.8806
H 11.7145 4.5540 -41.0608
H 21.2307 5.6422 -32.8420
H 13.2156 10.7253 -27.4240
C 16.7265 2.6672 -28.3477
H 20.1339 7.5576 -40.3228
H 12.0114 2.6546 -34.2510
H 17.7954 10.6494 -26.0102
H 10.8839 3.9631 -39.5061
H 12.2569 5.3435 -32.6354
C 12.8883 6.0615 -32.1124
N 11.1104 5.3922 -28.8080
C 15.2467 6.5736 -31.3387
H 14.2526 4.6622 -31.3066
C 15.9849 10.8765 -26.8423
O 15.2432 10.7261 -27.8431
H 18.0706 3.2874 -31.2034
H 13.1339 6.7186 -40.2272
C 19.1712 9.0930 -39.0069
O 11.0006 8.7185 -28.5151
O 9.6883 6.0422 -41.7498
H 6.6502 7.4477 -39.4646
H 18.6581 7.2621 -37.8684
O 20.0850 7.6746 -33.2152
H 10.9822 1.8958 -38.0504
H 19.0920 6.5187 -31.5402
H 10.1653 5.1066 -28.6082
H 13.1147 1.7797 -35.2727
N 8.6488 7.2999 -29.4988
H 19.0367 3.3413 -34.5557
H 10.0886 7.4338 -36.6855
N 15.5426 11.4065 -25.6745
H 18.1882 10.5705 -36.3382
C 15.3053 7.8851 -32.1715
N 9.7049 6.2643 -40.3612
H 15.2932 1.6687 -27.3931
H 17.3861 12.1540 -36.5220
H 9.2252 5.2012 -41.8206
N 8.2840 9.3067 -30.4761
H 10.0632 9.1714 -40.1805
C 11.4141 2.4783 -36.1786
C 12.8674 7.3815 -32.8940
H 13.9622 6.5208 -34.4587
H 17.5830 3.8562 -32.6698
H 15.9778 8.5160 -34.1427
H 20.2142 9.2501 -40.9288
H 15.9475 13.1454 -28.1243
N 11.7216 1.9614 -37.3746
H 10.6775 7.3353 -32.7569
C 8.8010 7.4329 -38.3677
H 14.4682 8.1648 -27.5599
N 14.4851 7.1714 -27.3758
O 16.6841 7.6303 -26.9131
H 17.2479 7.4828 -33.2507
H 9.2418 9.5200 -30.2613
N 17.2859 10.6278 -26.8798
C 16.9797 8.5209 -37.6066
N 19.7290 6.8587 -35.3031
H 13.1053 7.8301 -35.0872
N 15.2669 4.0108 -36.3350
H 6.8811 7.6271 -41.0107
H 8.4758 8.4030 -37.9833
C 18.0085 11.4068 -37.0107
C 17.4304 10.9211 -38.3366
H 17.6728 7.4715 -39.2816
H 21.0876 9.8975 -38.4397
N 15.3767 13.9636 -28.2161
H 19.2751 7.7068 -35.5894
*
```

***

The following is a DFT calculation (ωB97M-V/def2-TZVPD) of a molecular structure, C39H108NO16Zn at a distorted geometry.

Computed properties:
HOMO level (spin up / spin down): -0.475 / -0.475 Eh
Kohn-Sham gap (spin up / spin down): 0.217 / 0.206 Ha
⟨S²⟩: 0.756

The geometry in ORCA input format:
```
! wB97M-V def2-TZVPD RIJCOSX def2/J DEFGRID3
* xyz 2 2
H 26.3844 -24.0018 18.2168
C 26.4246 -22.1269 19.1758
H 23.9339 -20.0315 20.8219
H 16.7347 -20.7014 18.5293
H 25.7165 -21.5346 19.7553
C 20.8453 -27.0370 21.3758
H 16.7710 -26.4563 18.1308
H 15.1831 -27.0822 17.8555
H 14.3177 -23.6033 13.7854
H 17.7479 -28.6866 17.9166
H 24.8250 -21.3607 16.2405
H 20.8276 -27.0974 22.4639
O 20.0306 -17.8558 16.5479
O 22.8045 -19.5722 16.2119
H 19.7345 -27.2283 19.0343
H 21.1667 -26.0632 21.0063
H 12.6191 -23.7328 15.8167
H 16.7931 -21.2994 15.2609
H 23.5364 -21.9778 15.1458
O 12.0357 -17.6454 18.3204
H 12.6986 -19.4299 16.6402
C 17.4128 -20.7800 15.9919
H 22.2388 -24.2711 24.8671
O 16.5586 -23.5117 24.9212
H 22.3768 -22.9743 18.0402
H 19.7723 -21.7421 13.6824
H 25.1293 -21.1871 14.6248
H 20.9732 -16.1255 14.1576
C 19.0674 -25.9315 13.6619
H 19.2986 -19.6757 22.1408
H 14.2796 -23.4790 18.3507
H 23.4519 -19.4350 14.2917
H 21.6656 -19.4265 12.8207
H 13.8063 -20.4346 17.5205
O 20.4706 -20.2809 14.9925
C 23.1945 -20.6580 21.3208
C 16.0698 -23.6431 12.5950
H 16.6691 -23.0676 11.8894
H 16.8126 -27.3460 20.1487
H 19.9500 -19.7239 12.5711
H 22.8126 -22.1951 25.2558
C 19.9928 -23.8834 17.4998
H 14.4921 -22.0321 13.1273
H 23.0227 -24.1163 23.3231
H 21.5345 -20.2839 22.7040
C 18.1768 -27.1585 14.0263
C 14.6041 -23.0853 12.8701
H 20.5536 -23.9840 16.5706
O 19.1560 -26.7238 19.6108
H 27.4211 -22.0107 19.6018
H 21.1924 -20.6624 11.6884
C 18.9868 -18.8034 21.5665
H 23.7978 -21.4835 21.6986
O 12.8811 -25.0670 18.1576
C 13.0227 -19.6878 17.6485
H 18.2465 -16.8810 21.6909
O 25.6754 -24.2705 20.2216
H 16.6796 -20.0956 16.4186
H 18.4705 -25.2177 16.7384
C 17.7942 -23.1554 16.4415
H 22.7975 -15.9648 17.7819
C 20.6882 -21.1686 13.8255
H 24.7330 -19.1748 15.4312
H 12.3749 -16.8260 17.9528
H 20.4071 -24.6421 18.1637
C 17.0931 -23.3042 22.6967
H 20.1698 -21.6710 20.2526
H 12.1825 -20.3269 17.9199
H 12.2529 -22.6283 17.1029
H 13.9121 -23.3565 12.0728
H 22.3459 -18.8735 17.7295
H 18.1454 -20.0545 15.6381
C 23.8193 -19.7467 15.2694
H 16.2503 -25.5232 12.9426
C 18.6647 -17.6026 22.3927
H 13.8510 -22.6138 16.2247
H 18.8378 -25.6356 12.6383
H 18.8509 -26.3826 21.5369
H 17.8368 -17.7271 23.0907
H 20.7441 -24.8452 23.2790
C 23.6324 -16.6072 18.0620
H 21.9405 -19.8013 15.8617
O 22.4722 -22.2628 24.3607
H 17.4682 -24.3189 22.5633
O 16.0214 -27.6066 19.6714
H 21.4609 -21.9235 13.9709
C 16.8003 -21.7492 18.2364
C 22.2781 -23.6528 23.9703
C 21.6517 -22.1729 17.8986
C 20.9250 -20.2059 12.6415
H 19.0080 -28.0569 21.3389
O 22.2586 -18.5557 21.8653
H 19.0365 -16.0672 16.3566
H 24.7601 -23.5385 18.6680
H 15.7539 -23.0353 25.1383
H 23.9503 -17.1141 17.1509
H 17.0001 -22.3221 19.1419
C 22.4717 -19.8129 22.4075
C 17.3177 -22.7545 24.0556
C 13.1271 -18.4400 18.5879
C 19.9394 -22.6309 19.7905
H 22.0303 -21.4338 18.6047
H 19.0452 -25.0805 14.3428
H 23.7468 -18.3686 19.2544
H 20.2930 -18.4820 15.8692
H 16.3811 -27.5920 13.8436
C 25.7917 -23.5627 19.0193
H 16.7985 -23.5239 16.1946
H 13.3991 -25.4718 18.8572
C 24.2814 -21.1992 15.3097
H 25.5286 -25.2032 20.0481
H 18.0960 -19.1587 21.0485
H 20.6426 -23.2893 20.3005
H 26.4800 -21.5565 18.2486
H 18.2892 -22.8745 15.5119
C 16.7544 -28.5045 17.5070
O 19.9391 -18.4271 20.6484
H 18.4257 -27.9213 13.2885
H 13.2098 -18.6095 19.6615
H 20.0934 -26.2820 13.7743
H 16.0516 -23.2688 22.3773
H 17.6991 -22.7263 21.9989
H 21.7578 -16.1912 15.6604
H 18.3707 -22.9324 24.2735
H 24.3863 -15.8942 18.3958
C 19.6726 -16.7370 15.7779
H 16.6306 -28.2489 16.4546
H 14.6878 -24.5711 17.1827
H 17.0549 -21.6981 23.9997
C 20.7993 -15.9253 15.2148
H 22.6917 -17.0325 19.8694
H 20.2129 -23.1200 23.7261
C 20.1506 -22.4843 18.2589
O 16.8624 -26.7662 13.9330
C 17.8982 -21.7743 17.0856
H 18.4903 -27.5941 14.9750
H 15.8815 -22.1996 17.8609
C 19.4202 -27.1182 20.9687
H 20.6890 -14.8493 15.3496
H 19.5226 -17.1651 22.9034
O 19.3565 -20.1106 18.3558
C 23.0171 -17.6005 18.9979
H 14.0047 -17.8446 18.3362
C 20.9936 -23.7874 23.3612
C 13.0608 -23.2183 16.6700
H 21.1071 -23.5819 22.2967
H 21.8059 -21.7864 16.8912
H 19.9121 -20.7389 15.6248
C 13.7936 -24.1411 17.6340
H 17.9594 -24.5134 18.0859
H 22.9386 -18.0001 22.2532
H 22.8870 -19.8042 23.4152
H 19.1424 -17.0752 14.8877
H 20.7496 -18.4262 21.1628
O 16.0098 -24.9589 12.2042
O 22.0006 -18.3066 18.4230
C 18.5368 -24.2346 17.2044
H 16.5445 -23.7308 13.5723
H 21.3619 -27.9200 20.9996
N 19.2674 -21.4287 17.6416
C 16.1426 -27.3286 18.3102
H 16.2399 -29.4648 17.5408
H 22.5358 -21.0206 20.5316
Zn 19.8875 -18.0695 18.6681
H 18.9401 -23.0339 19.9553
*
```

***

| no. | E_tot (a.u.) |
| --- | --- |
| 1 | -4156.26929 |
| 2 | -4587.75829 |